DFT (the ωB97M-V functional and the def2-TZVPD basis) results for a molecular structure, C31H46As3IrN4O in a non-equilibrium geometry.

```
! RIJCOSX wB97M-V def2-TZVPD def2/J DEFGRID3
* xyz 3 6
Ir 1.231 0.039 -0.065
C -2.607 4.678 -0.886
C -1.511 5.401 -1.438
C -0.246 4.942 -1.191
C -0.014 3.733 -0.496
N -1.111 2.861 -0.329
C -2.378 3.448 -0.384
C 1.245 3.525 0.197
C 1.887 4.718 0.608
C 3.041 4.694 1.339
C 3.569 3.458 1.680
C 2.915 2.313 1.270
N 1.784 2.320 0.521
C 3.586 1.032 1.555
C 4.501 0.875 2.593
C 5.287 -0.261 2.636
C 5.159 -1.212 1.630
C 4.164 -1.037 0.691
N 3.382 0.044 0.677
H -3.602 5.099 -0.881
H -1.674 6.310 -1.999
H 0.600 5.527 -1.525
H -3.185 2.848 0.012
H 1.418 5.664 0.397
H 3.512 5.612 1.662
H 4.495 3.392 2.228
H 4.596 1.637 3.353
H 6.014 -0.393 3.427
H 5.808 -2.076 1.589
H 3.989 -1.774 -0.083
C 0.266 -3.806 -0.801
As -0.151 -1.950 -1.203
C 0.039 -2.033 -3.141
C -2.085 -2.016 -0.769
C -3.041 -0.953 -1.318
C -3.073 -0.983 -2.853
C -2.703 0.459 -0.822
As -0.953 1.249 -1.313
C -0.045 0.340 1.694
C -1.320 2.019 -3.083
C -4.508 -1.292 -0.928
As -5.131 -1.595 0.936
C -4.456 -3.264 1.664
C -4.577 -0.203 2.179
H -0.289 -4.440 -1.492
H 0.006 -4.059 0.224
H 1.333 -3.966 -0.951
H -0.748 -2.648 -3.573
H 1.002 -2.502 -3.336
H 0.041 -1.049 -3.608
H -2.095 -1.992 0.325
H -2.422 -3.008 -1.082
H -2.105 -0.691 -3.252
H -3.826 -0.299 -3.245
H -3.305 -1.982 -3.223
H -2.733 0.490 0.270
H -3.456 1.147 -1.211
H -0.758 1.151 1.552
H 0.614 0.589 2.524
H -0.553 -0.603 1.901
H -2.260 2.567 -3.029
H -1.382 1.259 -3.859
H -0.518 2.712 -3.335
H -4.814 -2.213 -1.431
H -5.165 -0.502 -1.297
H -4.549 -4.064 0.932
H -5.048 -3.527 2.541
H -3.417 -3.135 1.967
H -4.828 0.782 1.791
H -3.506 -0.290 2.367
H -5.114 -0.352 3.116
C 2.807 1.403 -2.443
C 2.390 0.130 -1.795
O 2.705 -0.984 -2.074
H 3.207 1.207 -3.438
H 3.594 1.848 -1.829
H 1.987 2.117 -2.488
C 1.853 -5.264 2.686
C 2.537 -3.903 2.889
C 2.012 -2.876 2.013
N 1.596 -2.068 1.311
H 2.284 -5.984 3.377
H 2.002 -5.637 1.674
H 0.785 -5.200 2.891
H 3.608 -3.990 2.692
H 2.412 -3.564 3.919
*
```

As for the highest occupied orbital energy (spin up / spin down): -13.50 / -15.92 eV. For the energy above the lowest of the compared OMol25 structures with the same formula, charge and spin, the calculation gives 2.6586 eV.

Mulliken atomic charge list, values in e, 5 entries: 4.225 -0.959 -0.866 -1.061 0.474

DFT (the ωB97M-V functional and the def2-TZVPD basis) results for 11 unconnected molecules or ions with the total composition C31H46Cl5N6O13 in a non-equilibrium geometry.

```
! RIJCOSX wB97M-V def2-TZVPD def2/J DEFGRID3
* xyz -1 1
C 1.879 -1.580 -1.460
C 2.671 -0.278 -1.188
N 2.090 0.612 -0.267
C 1.430 0.248 0.936
C 1.213 1.472 1.662
N 1.660 2.543 0.895
C 2.186 2.024 -0.254
C 1.553 3.998 1.251
H 1.854 -2.049 -0.476
H 2.321 -2.140 -2.284
H 0.877 -1.224 -1.702
H 2.916 0.106 -2.178
H 3.663 -0.591 -0.863
H 1.093 -0.753 1.159
H 0.597 1.691 2.522
H 2.572 2.654 -1.042
H 0.472 4.133 1.211
H 2.186 4.627 0.626
H 1.890 4.170 2.273
Cl 1.071 7.782 -4.488
O 1.906 8.633 -3.708
O -0.071 8.459 -5.009
O 1.854 7.373 -5.654
O 0.717 6.523 -3.882
C -3.230 -3.933 -5.767
C -4.007 -3.545 -7.090
O -3.245 -3.260 -8.211
H -2.408 -3.219 -5.718
H -2.763 -4.902 -5.943
H -3.761 -3.792 -4.825
H -4.579 -2.647 -6.855
H -4.694 -4.339 -7.383
C 6.348 -6.251 0.996
Cl 5.335 -4.810 1.344
Cl 8.135 -5.878 1.043
Cl 5.952 -7.611 2.045
Cl 6.006 -6.675 -0.694
C 5.742 10.765 3.941
N 5.251 9.548 3.202
O 5.084 8.574 3.876
O 5.009 9.658 1.994
H 6.769 10.653 4.287
H 5.039 10.941 4.755
H 5.707 11.602 3.243
C 2.307 -3.903 -7.777
N 1.990 -4.333 -9.155
O 2.194 -5.502 -9.467
O 1.257 -3.659 -9.837
H 3.130 -4.468 -7.340
H 1.503 -3.919 -7.041
H 2.695 -2.899 -7.946
C -4.957 -3.601 3.416
N -3.951 -2.651 3.979
O -2.814 -2.862 3.592
O -4.284 -1.765 4.780
H -5.222 -4.136 4.328
H -4.572 -4.186 2.581
H -5.859 -3.080 3.095
C 3.873 -1.138 6.288
N 3.006 -0.226 7.003
O 1.811 -0.382 6.862
O 3.529 0.444 7.876
H 4.823 -0.652 6.067
H 3.376 -1.302 5.332
H 3.881 -2.106 6.790
C -1.713 5.969 6.045
C -2.090 4.687 6.403
C -3.283 4.208 6.009
C -4.204 5.036 5.413
C -3.948 6.358 5.101
C -2.610 6.773 5.418
H -0.729 6.270 6.373
H -1.487 4.038 7.019
H -3.526 3.178 6.226
H -5.214 4.675 5.296
H -4.712 6.972 4.648
H -2.308 7.797 5.253
C -4.357 3.041 0.277
C -3.759 3.324 -0.970
C -3.103 2.318 -1.658
C -3.258 1.002 -1.221
C -3.983 0.669 -0.052
C -4.551 1.732 0.662
H -4.882 3.809 0.826
H -3.737 4.314 -1.400
H -2.556 2.476 -2.576
H -2.767 0.211 -1.769
H -4.073 -0.361 0.261
H -4.995 1.469 1.610
C -0.899 -8.591 -1.347
C -1.878 -9.083 -2.204
C -1.555 -9.223 -3.593
C -0.448 -8.593 -4.157
C 0.503 -8.019 -3.281
C 0.235 -8.023 -1.881
H -1.166 -8.599 -0.300
H -2.835 -9.419 -1.834
H -2.291 -9.584 -4.296
H -0.207 -8.557 -5.209
H 1.458 -7.683 -3.658
H 0.924 -7.576 -1.180
*
```

As for the highest occupied orbital energy: -2.12 eV.

Mulliken atomic charge list, values in e, 5 entries: -1.176 -0.401 0.314 -0.303 -0.685

DFT (the ωB97M-V functional and the def2-TZVPD basis) results for 3 unconnected molecules or ions with the total composition C31H46N2O5 in a non-equilibrium geometry.

```
! RIJCOSX wB97M-V def2-TZVPD def2/J DEFGRID3
* xyz 0 1
C -4.655 0.225 -3.911
O -4.382 0.883 -5.152
C -3.267 1.766 -5.069
C -1.871 1.065 -5.192
C -1.073 1.089 -6.428
C 0.257 0.468 -6.535
C 0.772 -0.194 -5.345
C -0.046 -0.250 -4.110
C -1.360 0.355 -3.989
C 0.592 -0.979 -2.876
O -0.009 -1.736 -2.153
C 2.121 -0.677 -2.682
C 2.647 -0.442 -1.353
C 4.083 -0.119 -1.241
C 4.626 0.178 0.198
O 3.858 1.318 0.681
C 3.879 1.394 2.072
C 3.333 0.247 3.017
O 4.305 2.373 2.628
C 4.884 -0.073 -2.451
C 4.357 -0.316 -3.811
C 2.939 -0.621 -3.918
C 2.189 -0.862 -5.276
O 2.673 -1.475 -6.196
H -3.948 -0.657 -3.848
H -5.732 -0.102 -3.875
H -4.462 0.848 -2.996
H -3.351 2.617 -5.805
H -3.279 2.268 -4.051
H -1.452 1.618 -7.337
H 0.897 0.486 -7.443
H -1.965 0.320 -3.049
H 1.996 -0.503 -0.445
H 4.521 -0.726 0.846
H 5.686 0.527 0.072
H 3.332 -0.759 2.530
H 3.991 0.276 3.926
H 2.298 0.518 3.346
H 5.966 0.191 -2.377
H 5.011 -0.254 -4.707
C -3.470 3.640 0.849
C -4.339 4.585 0.028
N -5.220 3.897 -0.902
C -5.810 4.778 -1.902
C -6.756 5.875 -1.413
C -6.123 2.911 -0.324
C -7.072 3.376 0.783
H -2.917 2.953 0.204
H -2.743 4.213 1.428
H -4.061 3.053 1.557
H -3.661 5.228 -0.541
H -4.895 5.243 0.710
H -6.329 4.173 -2.653
H -4.991 5.258 -2.450
H -7.720 5.471 -1.102
H -6.956 6.575 -2.229
H -6.334 6.450 -0.588
H -5.518 2.090 0.076
H -6.711 2.446 -1.121
H -6.564 3.960 1.552
H -7.509 2.503 1.276
H -7.901 3.963 0.389
C 1.790 -5.451 3.740
C 3.294 -5.257 3.889
N 3.651 -4.032 4.587
C 5.058 -3.678 4.456
C 6.090 -4.631 5.061
C 3.083 -3.860 5.917
C 3.357 -4.950 6.956
H 1.324 -4.576 3.281
H 1.590 -6.312 3.098
H 1.306 -5.640 4.700
H 3.714 -5.220 2.879
H 3.723 -6.146 4.374
H 5.218 -2.677 4.868
H 5.280 -3.577 3.387
H 6.107 -4.572 6.149
H 7.090 -4.355 4.714
H 5.920 -5.668 4.768
H 1.998 -3.761 5.813
H 3.401 -2.896 6.325
H 3.178 -5.953 6.566
H 2.689 -4.812 7.811
H 4.375 -4.901 7.340
*
```

As for the SMILES: COCc1ccc2c(c1)C(=O)c1cc(COC(C)=O)ccc1C2=O.CCN(CC)CC.CCN(CC)CC. As for the highest occupied orbital energy: -8.26 eV.

Mulliken atomic charge list, values in e, 5 entries: -0.575 -0.363 -0.445 0.637 -0.729

no.,calculated total energy (eV)
1,-226226.40451
2,-131037.76226
3,-46106.91806